Below is a molecular structure, C25H32BaNO2, with properties calculated with ωB97M-V/def2-TZVPD.

The geometry in XYZ format:
```
61
Properties=species:S:1:pos:R:3:forces:R:3
C 2.52336 0.12583 1.93576 0.0 0.3 -0.5
C 2.33690 -0.59002 0.72931 0.1 0.6 0.1
C 2.07315 0.34095 -0.30543 -0.1 -0.1 0.1
H 2.41880 -1.66862 0.61351 -0.1 0.3 0.0
C 2.09892 1.64707 0.25985 0.0 -0.1 0.2
C 2.37908 1.51362 1.65144 0.0 -0.3 -0.1
H 2.01127 2.58114 -0.29494 0.1 -0.1 0.1
C -1.67555 -2.16108 2.44441 0.5 -0.1 -0.4
C -0.37689 -2.49031 1.96148 -0.7 0.0 0.0
C -0.38597 -2.35912 0.54862 -0.4 0.0 0.1
H 0.45880 -2.84604 2.56399 -0.2 0.2 -0.2
C -1.68340 -1.94917 0.15218 0.2 -0.1 0.4
C -2.47968 -1.80901 1.32869 0.2 0.2 0.0
H 1.98130 0.09664 -1.36360 -0.1 0.1 0.2
H 2.51071 2.32700 2.36826 -0.1 -0.2 -0.2
H 2.77844 -0.31745 2.89857 -0.2 0.2 -0.3
H -3.53498 -1.52224 1.34800 0.3 -0.2 0.1
H 0.43856 -2.57820 -0.13259 -0.2 0.2 0.3
H -2.01017 -2.23197 3.47979 0.1 0.1 -0.3
Ba -0.74587 1.12934 1.37236 1.8 -1.6 1.9
C -2.11796 -1.51913 -1.23696 0.1 -0.1 0.2
C -3.63042 -1.74417 -1.39422 0.0 0.0 -0.3
C -1.36660 -2.27129 -2.33631 -0.1 -0.2 -0.2
H -3.87185 -2.79073 -1.14476 0.1 0.4 0.0
H -3.91897 -1.56934 -2.43954 -0.1 0.1 0.1
H -4.23165 -1.08252 -0.75280 0.3 -0.2 -0.2
H -1.50697 -3.35150 -2.16865 0.2 0.3 -0.1
H -0.28870 -2.04623 -2.34981 -0.3 -0.1 0.1
H -1.79313 -2.02359 -3.32160 0.2 0.0 0.2
C -1.77226 -0.00181 -1.23328 -0.8 0.9 0.0
C -2.35267 1.04608 -2.16767 -0.7 0.3 1.6
H -0.67300 0.12814 -1.25204 -0.3 -0.3 0.3
H -2.27139 0.31809 -0.29294 0.4 -0.4 -0.7
O -3.41217 1.59972 -1.83974 1.3 -0.7 -1.6
N -1.50360 1.42994 -3.21839 -0.7 0.3 -0.7
C -0.35190 2.29007 -2.86933 -0.2 0.0 -0.1
H -2.04506 1.80967 -3.99100 0.1 0.2 0.3
C 0.96292 1.78856 -3.42147 0.4 -0.2 -0.2
C 2.12853 2.52349 -3.16217 0.0 -0.3 -0.1
H 2.04591 3.49002 -2.65929 0.1 -0.3 0.0
C 3.37968 2.02350 -3.52672 -0.3 0.0 -0.1
H 4.28196 2.58818 -3.28498 -0.3 -0.2 -0.1
C 3.47515 0.80133 -4.20221 -0.3 0.0 0.1
H 4.45546 0.40347 -4.47479 -0.3 0.1 0.1
C 2.30921 0.09709 -4.52480 -0.1 0.4 0.1
H 2.37298 -0.84362 -5.07354 0.0 0.2 0.2
C 1.05007 0.59575 -4.14700 0.4 0.1 0.1
H 0.12814 0.06890 -4.41056 0.4 0.1 0.2
H -0.26631 2.37822 -1.76708 0.0 -0.1 -0.5
H -0.54369 3.31162 -3.24534 0.0 -0.3 0.2
C 1.26555 0.68274 5.36017 0.2 0.2 0.4
C 0.00671 0.06516 4.79748 -0.3 0.2 -1.5
C -1.18648 0.04119 5.72240 -0.1 0.1 0.5
O -0.36115 0.78950 3.65267 -0.3 0.3 -0.2
H 1.03804 1.71208 5.66153 0.1 0.0 0.0
H 2.04315 0.70313 4.59154 -0.2 0.1 0.1
H 1.66917 0.14879 6.22399 -0.1 -0.1 0.1
H 0.23121 -0.97053 4.49902 0.0 -0.1 0.0
H -1.43332 1.06901 6.00316 -0.1 0.0 0.0
H -2.04033 -0.39757 5.20195 0.1 0.1 0.0
H -1.02104 -0.52971 6.63545 0.1 -0.1 0.2
```
Positions in Å, forces in eV/Å.

Output
M ... 515.86 g mol⁻¹
Energy relative to the best compared isomer or geometry (same formula, charge and spin) ... 10.4 kcal per mole
HOMO-LUMO gap (alpha / beta) ... 5.39 / 5.46 eV
E_HOMO (alpha / beta) ... -3.5 / -3.5 eV
Net charge ... -1
LUMO (alpha / beta) ... 1.9 / 2.0 eV

Below is a single C16H13ClN2O5 molecule, with properties calculated with ωB97M-V/def2-TZVPD.

The geometry in XYZ format:
```
37
Properties=species:S:1:pos:R:3:forces:R:3
C -2.73161 -4.83960 -2.11031 0.3 -0.4 0.0
O -3.04362 -3.49389 -1.78303 -0.1 0.2 0.2
C -2.09470 -2.81231 -1.14433 0.2 -0.3 0.0
O -1.02719 -3.28863 -0.83869 -0.1 0.0 0.0
C -2.47301 -1.41049 -0.80988 -0.1 0.3 0.0
C -1.69511 -0.80777 0.17800 -0.1 0.0 0.0
C -1.91948 0.49918 0.58565 -0.3 -0.3 -0.5
N -1.16305 1.11497 1.58073 -0.4 0.4 0.5
C 0.18640 1.14823 1.78268 0.1 -0.4 -0.1
O 0.64635 1.83260 2.66939 0.1 0.1 0.1
C 1.06295 0.30215 0.86603 -0.1 0.1 0.0
C 2.43396 0.90133 0.77081 -0.1 0.3 0.0
C 3.54649 0.12573 1.07612 -0.1 0.1 -0.1
C 4.82777 0.64502 1.03772 0.0 0.1 0.0
C 5.03200 1.97512 0.70338 0.0 -0.2 0.0
C 3.94636 2.77030 0.40440 -0.3 0.1 -0.1
C 2.65795 2.24089 0.43030 1.2 -0.8 0.3
N 1.58868 3.13805 0.08629 -0.4 0.6 -0.2
O 0.50296 2.66834 -0.20230 -0.2 0.0 -0.2
O 1.82984 4.32491 0.07651 0.0 0.2 0.0
C -2.98097 1.20141 0.00999 0.2 -0.2 0.0
C -3.75460 0.62093 -0.97168 0.0 -0.1 0.0
C -3.50572 -0.67921 -1.39730 0.2 0.0 0.3
Cl -4.48967 -1.31345 -2.65573 -0.4 0.2 -0.3
H -3.61627 -5.24632 -2.59304 0.0 0.0 0.0
H -2.49132 -5.40298 -1.20630 0.0 0.0 -0.1
H -1.87383 -4.87604 -2.78496 -0.1 0.0 0.1
H -0.92700 -1.41365 0.62986 0.1 0.0 0.0
H -1.64341 1.84548 2.09456 0.2 -0.1 0.0
H 1.14353 -0.70275 1.28532 0.0 0.0 0.0
H 0.60134 0.24135 -0.12085 0.1 -0.1 0.1
H 3.40106 -0.90802 1.35204 -0.1 -0.1 0.0
H 5.66874 0.01228 1.27755 0.1 -0.1 0.0
H 6.02834 2.38751 0.67940 0.1 0.1 0.0
H 4.06932 3.81037 0.14289 0.0 0.0 0.0
H -3.18327 2.21363 0.32508 0.0 0.1 0.0
H -4.56020 1.17533 -1.42632 -0.1 0.0 -0.1
```
Positions in Å, forces in eV/Å.

Output
M ... 348.74 g mol⁻¹
SMILES ... COC(=O)c1cc(NC(=O)Cc2ccccc2[N+](=O)[O-])ccc1Cl
HOMO-LUMO gap ... 8.32 eV
E_HOMO ... -8.8 eV
Net charge ... 0
LUMO ... -0.5 eV

Below is a single C2H3IN2O2 molecule, with properties calculated with ωB97M-V/def2-TZVPD.

The geometry in XYZ format:
```
10
Properties=species:S:1:pos:R:3:forces:R:3
O -2.01570 -2.87444 -0.32742 -0.2 -0.4 0.0
N -1.56259 -1.83534 0.06965 -0.3 -1.2 0.0
N -1.62401 -0.83143 -0.75874 0.5 2.7 -2.9
C -1.05285 0.37633 -0.26133 0.1 1.2 1.2
I -2.62035 1.72850 0.26011 0.0 0.3 -0.2
C 0.19186 0.50174 0.54024 0.1 -0.4 1.6
O 0.11639 0.88085 -0.83732 -0.2 0.0 0.2
H -2.00107 -0.71040 -1.81260 0.8 -1.3 3.1
H 0.48288 1.25783 1.41056 -1.3 -1.1 -2.4
H 0.62466 -0.47355 0.77039 0.4 0.2 -0.5
```
Positions in Å, forces in eV/Å.

Output
M ... 213.96 g mol⁻¹
Energy relative to the best compared isomer or geometry (same formula, charge and spin) ... 104.6 kcal per mole
SMILES ... O=NN[C@@]1(I)CO1
HOMO-LUMO gap ... 10.01 eV
E_HOMO ... -9.8 eV
Net charge ... 0
LUMO ... 0.2 eV

Below is a molecular structure, C44H39Cl2CsF7N5O4Sb, with properties calculated with ωB97M-V/def2-TZVPD.

The geometry in XYZ format:
```
103
Properties=species:S:1:pos:R:3:forces:R:3
Cs 1.42419 -0.15416 0.49990 -1.6 0.2 0.0
C -2.25681 -4.42409 -0.07854 0.0 0.0 0.0
C -1.48677 -3.24995 -0.15967 0.0 0.0 -0.1
N -1.32250 -2.41388 0.83479 0.1 0.0 0.1
C -1.90408 -2.68519 2.02966 0.0 -0.1 0.0
C -2.70294 -3.84795 2.21548 0.0 0.0 0.0
C -2.86419 -4.71134 1.10812 0.0 0.0 0.0
C -3.30028 -4.12924 3.46480 0.0 0.0 0.0
C -3.07712 -3.25452 4.50075 0.0 0.0 0.0
C -2.31034 -2.10082 4.35345 0.0 0.0 0.0
C -1.68290 -1.75147 3.13752 0.0 0.0 -0.1
N -0.87783 -0.71173 2.92700 -0.1 0.1 0.2
C -0.93486 0.41251 3.69987 0.1 0.0 -0.1
C -2.08367 0.96022 4.26610 -0.1 0.0 0.0
C -2.10401 2.24909 4.82640 0.0 0.0 0.0
C -0.98787 3.03591 4.86977 0.0 0.0 0.0
C 0.22534 2.51878 4.35675 0.0 0.0 0.0
C 1.41793 3.27656 4.34342 0.0 0.0 0.0
C 2.56777 2.72728 3.85765 0.0 0.0 0.0
C 2.51746 1.40418 3.38258 0.0 0.0 0.0
N 1.42583 0.68140 3.34532 0.1 0.1 0.2
C 0.26864 1.21413 3.80969 0.0 0.0 0.0
H -2.35217 -5.07037 -0.94253 0.0 0.0 0.0
H -0.98137 -3.00648 -1.08794 0.0 0.0 0.0
H -3.46820 -5.60491 1.22867 0.0 0.0 0.0
H -3.89967 -5.02363 3.58520 0.0 0.0 0.0
H -3.50737 -3.46253 5.47606 0.0 0.0 0.0
H -2.14985 -1.47028 5.21667 0.0 0.0 0.0
H -3.01531 0.41300 4.20581 0.0 0.0 0.0
H -3.04712 2.63094 5.20377 0.0 0.0 0.0
H -1.01403 4.04786 5.25358 0.0 0.0 0.0
H 1.38925 4.30401 4.68597 0.0 0.0 0.0
H 3.48519 3.29565 3.79386 0.0 0.0 0.0
H 3.41548 0.93358 2.98836 0.0 0.0 0.0
C -0.77048 2.36252 -5.19999 0.0 0.0 0.0
C -0.75327 3.26644 -3.96503 0.0 0.0 0.0
C 0.59787 3.19961 -3.24928 0.0 0.0 0.0
C -1.92143 3.01965 -3.02816 0.0 0.0 -0.1
C -2.87811 4.01246 -2.86833 0.0 0.0 0.0
C -3.95304 3.85046 -2.00847 0.0 0.0 0.0
C -4.06719 2.68950 -1.26691 0.0 0.0 0.0
C -3.13790 1.66216 -1.39070 0.0 0.1 0.0
C -3.19014 0.47927 -0.44302 0.0 0.0 0.0
C -4.44396 -0.37506 -0.62399 0.0 0.0 0.0
C -3.07503 0.97337 0.99859 0.0 0.0 0.1
C -2.09303 1.82389 -2.31171 0.1 -0.1 0.0
N -1.16398 0.77510 -2.47989 -0.1 0.0 -0.1
C -1.60209 -0.31686 -3.12463 0.0 0.1 0.1
C -2.81306 -0.42916 -3.85633 0.0 0.0 0.0
C -3.12233 -1.58419 -4.54141 0.0 0.0 0.0
C -2.25427 -2.67569 -4.52089 0.1 0.0 0.0
C -1.05736 -2.60731 -3.81370 0.0 0.0 0.0
C -0.75312 -1.44864 -3.14114 0.0 -0.1 0.0
F 0.37202 -1.38564 -2.43939 0.2 0.0 0.0
H -0.00306 2.68700 -5.90701 0.0 0.0 0.0
H -1.73786 2.39373 -5.70736 0.0 0.0 0.0
H -0.55547 1.32551 -4.93797 0.0 0.0 0.0
H -0.88428 4.29355 -4.32182 0.0 0.0 0.0
H 0.81536 2.18564 -2.91640 0.0 0.0 0.0
H 0.62339 3.85630 -2.37903 0.0 0.0 0.0
H 1.39586 3.50971 -3.92937 0.0 0.0 0.0
H -2.75862 4.94262 -3.41166 0.0 0.0 0.0
H -4.67496 4.64825 -1.88668 0.0 0.0 0.0
H -4.87115 2.58506 -0.54822 0.0 0.0 0.0
H -2.32698 -0.16485 -0.62122 0.0 0.0 0.0
H -5.34808 0.20493 -0.41918 0.0 0.0 0.0
H -4.41809 -1.21536 0.07320 0.0 0.0 0.0
H -4.51844 -0.77381 -1.63930 0.0 0.0 0.0
H -3.92967 1.59689 1.27310 0.0 0.0 0.0
H -2.17106 1.56522 1.14991 0.0 0.0 0.0
H -3.02187 0.12702 1.68071 0.0 0.0 0.0
H -3.47466 0.42683 -3.88193 0.0 0.0 0.0
H -4.04681 -1.64429 -5.10167 0.0 0.0 0.0
H -2.50770 -3.58154 -5.05617 0.0 0.0 0.0
H -0.36644 -3.43803 -3.76642 0.0 0.0 0.0
Cl 5.95918 0.49238 -1.25906 0.0 0.0 0.0
C 4.37608 0.76052 -2.02666 0.0 0.0 0.0
Cl 3.37020 1.88805 -1.10803 0.3 0.4 -0.2
H 3.88011 -0.20753 -2.07724 0.0 0.0 0.0
H 4.55870 1.20166 -2.99907 0.0 0.0 0.0
F 0.79798 3.38220 1.02987 0.1 0.0 -0.1
Sb 0.95984 5.26164 0.81245 0.0 0.0 0.0
F -0.56277 5.24891 -0.31810 0.0 0.0 0.0
F 2.06782 4.99190 -0.70490 0.0 0.0 0.0
F 1.11276 7.14063 0.57993 0.0 0.0 0.0
F 2.50411 5.27852 1.91528 0.0 0.0 0.0
F -0.12931 5.54291 2.33569 0.0 0.0 0.0
O 3.43933 -2.13588 -1.48814 0.0 0.0 -0.1
C 3.89403 -2.28579 -0.33288 0.0 0.0 0.0
O 3.47312 -1.76939 0.72287 0.9 -0.7 0.1
C 5.12289 -3.19527 -0.20308 0.0 0.0 0.0
C 5.69957 -3.75310 -1.33619 0.0 0.0 0.0
C 6.83195 -4.55312 -1.24369 0.0 0.0 0.0
C 7.40447 -4.80487 -0.00901 0.0 0.0 0.0
C 6.81221 -4.24247 1.11141 0.0 -0.1 0.0
C 5.68545 -3.44256 1.04176 0.0 0.0 0.0
N 7.42162 -4.51155 2.42475 0.1 0.2 0.0
O 6.88550 -4.05318 3.41123 0.0 -0.1 0.0
O 8.45810 -5.15773 2.45160 -0.1 -0.1 0.0
H 5.23250 -3.53309 -2.28726 0.0 0.0 0.0
H 7.27423 -4.97816 -2.13610 0.0 0.0 0.0
H 8.28662 -5.41700 0.10140 0.0 0.0 0.0
H 5.23839 -3.00345 1.92175 0.0 0.0 0.0
```
Positions in Å, forces in eV/Å.

Output
Spin multiplicity ... 2
M ... 1160.38 g mol⁻¹
Energy relative to the best compared isomer or geometry (same formula, charge and spin) ... 3.0 kcal per mole
HOMO-LUMO gap (alpha / beta) ... 4.89 / 3.73 eV
E_HOMO (alpha / beta) ... -1.6 / -1.6 eV
Net charge ... -2
LUMO (alpha / beta) ... 3.3 / 2.1 eV